#i
{
  "formula": "C23H34N4O2",
  "method": "ωB97M-V with the def2-TZVPD basis set",
  "species": ["C", "H", "O", "C", "C", "C", "C", "C", "C", "N", "C", "C", "C", "N", "H", "C", "N", "C", "H", "C", "N", "C", "C", "H", "H", "H", "H", "C", "C", "H", "C", "C", "C", "C", "H", "H", "H", "H", "H", "H", "H", "H", "H", "H", "H", "C", "C", "O", "H", "H", "H", "H", "H", "H", "H", "H", "H", "H", "H", "H", "H", "H", "H"],
  "positions_angstrom": [[-4.8478, -3.2419, -0.3110], [-5.0428, -3.3852, -1.3781], [-4.6000, -1.8907, -0.0068], [-5.5558, -0.9623, -0.3098], [-6.8040, -1.2826, -0.8297], [-7.7229, -0.2942, -1.1400], [-7.4078, 1.0366, -0.9413], [-6.1741, 1.3715, -0.4174], [-5.2437, 0.3919, -0.0907], [-4.0126, 0.8110, 0.4257], [-3.1191, 0.1364, 1.1912], [-2.0904, 1.0031, 1.4775], [-2.4537, 2.1969, 0.8234], [-3.6051, 2.0668, 0.2058], [-1.9128, 3.1205, 0.7846], [-0.8571, 0.7550, 2.2778], [0.3270, 1.0704, 1.4975], [0.4987, 0.1696, 0.3760], [-0.4330, 0.1402, -0.1929], [1.6282, 0.6700, -0.5403], [2.8823, 0.8945, 0.1715], [2.6826, 1.6148, 1.4169], [1.5390, 1.0848, 2.2874], [1.4012, 1.7573, 3.1382], [1.7810, 0.0795, 2.6827], [3.6137, 1.6064, 1.9872], [2.4476, 2.6550, 1.1677], [3.8775, -0.1700, 0.1714], [4.5073, -0.3184, -1.2209], [4.8369, 0.6584, -1.5780], [5.6923, -1.2786, -1.1698], [5.2525, -2.6469, -0.6593], [4.6034, -2.5142, 0.7141], [3.4185, -1.5529, 0.6610], [2.9759, -1.4694, 1.6556], [2.6624, -1.9528, -0.0182], [4.2675, -3.4930, 1.0643], [5.3410, -2.1398, 1.4284], [6.1116, -3.3184, -0.6015], [4.5346, -3.0817, -1.3590], [6.1301, -1.3752, -2.1655], [6.4597, -0.8733, -0.5062], [3.7693, -0.7035, -1.9269], [4.6710, 0.1724, 0.8484], [1.8082, -0.0927, -1.3042], [1.1688, 1.9533, -1.2546], [2.2166, 2.4925, -2.2297], [3.3474, 3.0199, -1.5865], [3.5868, 2.3726, -0.9012], [2.5155, 1.6885, -2.9227], [1.7921, 3.3092, -2.8205], [0.9336, 2.7147, -0.5123], [0.2556, 1.7313, -1.8083], [0.7160, -0.8570, 0.7258], [-0.8525, -0.2925, 2.6349], [-0.8548, 1.4116, 3.1549], [-3.2768, -0.8780, 1.4888], [-5.8933, 2.3996, -0.2552], [-8.1175, 1.8104, -1.1879], [-8.6841, -0.5753, -1.5425], [-7.0697, -2.3130, -1.0031], [-5.6850, -3.6399, 0.2714], [-3.9370, -3.7733, -0.0379]],
  "mulliken_charge": [-0.979, 0.380, -0.337, 1.026, -0.506, -0.695, -0.703, -0.545, 0.224, 0.876, -0.403, 0.305, -0.484, -1.113, 0.568, -1.223, 0.255, -1.299, 0.679, 0.158, 0.001, -0.957, -0.617, 0.490, 0.241, 0.558, 0.389, -0.256, -0.695, 0.424, -0.910, -0.705, -0.888, -0.308, 0.102, 0.290, 0.378, 0.360, 0.362, 0.337, 0.395, 0.365, 0.234, 0.435, 0.570, -0.976, -0.704, -0.655, 0.394, 0.253, 0.480, 0.335, 0.417, 0.145, 0.346, 0.414, 0.557, 0.470, 0.371, 0.381, 0.375, 0.384, 0.235],
  "mol_weight_da": 398.55,
  "smiles": "COc1ccccc1-n1cc(CN2CCN(C3CCCCC3)[C@H](CCO)C2)cn1",
  "gap_ev": 8.8,
  "homo_energy_ev": -8.129
}

=====

#ii
{
  "formula": "C23H34N4O2",
  "method": "ωB97M-V with the def2-TZVPD basis set",
  "species": ["C", "C", "C", "O", "N", "C", "O", "C", "H", "C", "C", "H", "H", "H", "C", "H", "H", "H", "C", "H", "H", "C", "H", "H", "C", "H", "C", "H", "C", "H", "H", "C", "N", "C", "H", "C", "N", "C", "N", "C", "C", "C", "C", "H", "H", "H", "H", "C", "H", "C", "H", "H", "H", "H", "H", "H", "H", "H", "H", "H", "H", "H", "H"],
  "positions_angstrom": [[-3.8931, -2.5596, -1.0814], [-3.7215, -1.2860, -0.2648], [-2.8966, -0.2877, -1.0653], [-2.2575, -0.6007, -2.0430], [-2.8679, 1.0112, -0.5846], [-3.6815, 1.4730, 0.4356], [-3.7481, 2.6487, 0.7029], [-4.4278, 0.4020, 1.1893], [-5.1692, 0.8879, 1.8254], [-5.0289, -0.6096, 0.2024], [-5.8161, 0.0564, -0.9268], [-6.6327, 0.6425, -0.5100], [-5.2003, 0.7179, -1.5309], [-6.2422, -0.6991, -1.5832], [-5.9697, -1.5734, 0.9275], [-5.4625, -2.1277, 1.7102], [-6.4024, -2.2819, 0.2262], [-6.7834, -1.0113, 1.3810], [-3.3932, -0.4050, 1.9968], [-3.8543, -0.8091, 2.8972], [-2.5643, 0.2301, 2.3100], [-2.9398, -1.5227, 1.0484], [-3.1899, -2.5058, 1.4467], [-1.8643, -1.5068, 0.8749], [-2.1190, 2.0199, -1.3320], [-2.8239, 2.8159, -1.5897], [-0.9552, 2.6311, -0.5477], [-1.2725, 2.8080, 0.4810], [0.3328, 1.8106, -0.5657], [1.1183, 2.4042, -0.0926], [0.6267, 1.6236, -1.6005], [0.2020, 0.4728, 0.1765], [1.4269, -0.2610, 0.4136], [2.1062, -0.7021, -0.7881], [1.3741, -1.1601, -1.4568], [3.1729, -1.7303, -0.3926], [4.1117, -1.1401, 0.5321], [5.2711, -0.5294, 0.1436], [5.8214, 0.3044, 1.0343], [6.9805, 0.8726, 0.7596], [7.6805, 0.6706, -0.4142], [7.1193, -0.1938, -1.3479], [5.9136, -0.8016, -1.0794], [5.4858, -1.4769, -1.8023], [7.6248, -0.3909, -2.2831], [8.6218, 1.1631, -0.5969], [7.3574, 1.5316, 1.5325], [3.4311, -0.6585, 1.7160], [4.1691, -0.2093, 2.3781], [2.3627, 0.3671, 1.3268], [1.8197, 0.6945, 2.2156], [2.8700, 1.2396, 0.8806], [2.9541, -1.5132, 2.2040], [3.6766, -2.1130, -1.2775], [2.6844, -2.5662, 0.1186], [2.6010, 0.1299, -1.3203], [-0.2586, 0.6509, 1.1542], [-0.4455, -0.1895, -0.4007], [-0.7447, 3.6051, -0.9939], [-1.7596, 1.5406, -2.2439], [-2.9188, -2.9205, -1.4011], [-4.3783, -3.3325, -0.4927], [-4.4847, -2.3640, -1.9721]],
  "mulliken_charge": [-1.842, 1.975, -0.445, -0.629, 0.455, -0.123, -0.645, 0.422, 0.593, 1.102, -1.983, 0.419, 0.369, 0.479, -1.828, 0.410, 0.384, 0.428, -1.160, 0.410, 0.485, -1.182, 0.477, 0.212, -0.987, 0.496, -1.135, 0.440, -0.437, 0.319, 0.267, -0.657, 0.295, -0.302, 0.514, -1.425, 0.131, 1.063, -0.336, -0.435, -0.468, -0.579, -0.525, 0.214, 0.393, 0.376, 0.382, -1.238, 0.548, -0.493, 0.474, 0.332, 0.318, 0.451, 0.343, 0.254, 0.268, 0.170, 0.382, 0.579, 0.406, 0.435, 0.379],
  "mol_weight_da": 398.55,
  "smiles": "CC1(C)[C@H]2CC[C@]1(C)C(=O)N(CCCCN1CCN(c3ccccn3)CC1)C2=O",
  "gap_ev": 8.3,
  "homo_energy_ev": -7.636
}

=====

#iii
{
  "formula": "C23H34N4O2",
  "method": "ωB97M-V with the def2-TZVPD basis set",
  "species": ["O", "C", "N", "C", "C", "C", "C", "H", "H", "H", "H", "H", "H", "H", "H", "C", "H", "C", "C", "O", "N", "C", "H", "C", "C", "H", "H", "C", "N", "C", "C", "N", "C", "C", "C", "C", "C", "C", "H", "H", "H", "H", "H", "C", "H", "C", "H", "H", "H", "H", "H", "H", "H", "C", "H", "H", "H", "H", "H", "H", "H", "H", "H"],
  "positions_angstrom": [[-1.4496, -3.6510, -3.1253], [-1.9450, -3.6227, -2.0101], [-3.0949, -2.9830, -1.7172], [-3.5353, -2.9447, -0.3406], [-2.3837, -2.5003, 0.5615], [-1.1656, -3.4180, 0.3874], [-1.3341, -4.3415, -0.8240], [-0.3747, -4.7591, -1.1305], [-1.9968, -5.1715, -0.5655], [-1.0173, -4.0328, 1.2772], [-0.2618, -2.8201, 0.2551], [-2.1387, -1.4744, 0.2843], [-2.7227, -2.4931, 1.5975], [-3.9010, -3.9335, -0.0334], [-4.3529, -2.2295, -0.2557], [-3.8376, -2.2829, -2.7499], [-4.7052, -1.8170, -2.2828], [-2.9881, -1.2185, -3.4530], [-2.4464, -0.2297, -2.4345], [-3.0260, -0.0212, -1.3804], [-1.3018, 0.4234, -2.7461], [-0.4579, 0.1812, -3.8951], [-1.0358, -0.2281, -4.7210], [0.6952, -0.7478, -3.5071], [1.4803, -0.1306, -2.3503], [2.2607, -0.8114, -2.0091], [1.9604, 0.7868, -2.6970], [0.5372, 0.1802, -1.1819], [1.2637, 0.6462, -0.0166], [0.5412, 0.5166, 1.2343], [1.5253, 0.7106, 2.3853], [2.1257, 2.0249, 2.3018], [2.6139, 2.6280, 3.4549], [1.8028, 2.7000, 4.5934], [2.2346, 3.3415, 5.7354], [3.4831, 3.9408, 5.7789], [4.2921, 3.8848, 4.6588], [3.8706, 3.2360, 3.5130], [4.5379, 3.1917, 2.6662], [5.2712, 4.3423, 4.6764], [3.8179, 4.4446, 6.6729], [1.5856, 3.3832, 6.5984], [0.8146, 2.2657, 4.5748], [2.8150, 2.1932, 1.0440], [3.2066, 3.2092, 0.9795], [1.8199, 1.9821, -0.1000], [2.3439, 2.1012, -1.0484], [1.0375, 2.7567, -0.0238], [3.6430, 1.4746, 0.9330], [1.0112, 0.5902, 3.3372], [2.3044, -0.0660, 2.3083], [0.1062, -0.4828, 1.2973], [-0.2688, 1.2596, 1.3258], [-0.5926, 1.1068, -1.6839], [-1.3040, 1.3212, -0.8851], [-0.1839, 2.0442, -2.0710], [0.0636, -0.7646, -0.8869], [1.3493, -0.8996, -4.3666], [0.2898, -1.7186, -3.2151], [-0.0560, 1.1501, -4.2149], [-3.6034, -0.6900, -4.1839], [-2.1789, -1.7332, -3.9652], [-4.1753, -3.0081, -3.4989]],
  "mulliken_charge": [-0.709, 0.635, 0.263, -1.129, -0.210, -0.354, -1.028, 0.374, 0.320, 0.460, 0.105, 0.006, 0.522, 0.414, 0.437, -1.142, 0.417, -0.651, 0.870, -0.679, 0.197, -1.207, 0.504, -0.203, -1.042, 0.430, 0.368, 1.062, 0.429, 0.036, -1.252, 0.335, 0.496, -0.268, -0.650, -0.464, -0.731, -0.288, 0.373, 0.361, 0.377, 0.357, 0.383, -1.191, 0.576, -0.625, 0.365, 0.319, 0.337, 0.542, 0.251, -0.005, 0.265, -1.296, 0.469, 0.195, -0.999, 0.499, 0.048, 0.433, 0.328, 0.548, 0.419],
  "mol_weight_da": 398.55,
  "smiles": "O=C1CCCCN1CCC(=O)N1CCC[C@@H](N2CCN(c3ccccc3)CC2)C1",
  "gap_ev": 8.6,
  "homo_energy_ev": -7.769
}

=====

Most stable structure: #ii

=====

#i
{
  "formula": "C3H6O",
  "method": "ωB97M-V with the def2-TZVPD basis set",
  "species": ["C", "C", "H", "H", "H", "H", "O", "C", "H", "H"],
  "positions_angstrom": [[0.0776, 1.0185, -3.6160], [-0.4445, 1.1299, -2.2740], [-0.1833, 2.0497, -4.1716], [0.7828, 0.2394, -3.7562], [-1.2110, 1.8464, -2.0400], [-0.2163, 0.4820, -1.4464], [0.6382, -2.1968, 5.3311], [0.2894, -1.6943, 4.3020], [1.0387, -1.4605, 3.4784], [-0.7716, -1.4142, 4.1927]],
  "mulliken_charge": [-0.455, -0.499, 0.201, 0.284, 0.229, 0.240, -0.368, -0.062, 0.207, 0.223],
  "mol_weight_da": 58.08,
  "smiles": "C=C.C=O",
  "gap_ev": 10.6,
  "homo_energy_ev": -9.785
}

=====

#ii
{
  "formula": "C3H6O",
  "method": "ωB97M-V with the def2-TZVPD basis set",
  "species": ["C", "O", "C", "C", "H", "H", "H", "H", "H", "H"],
  "positions_angstrom": [[0.2902, 0.1506, -0.8909], [1.0107, -0.9704, -1.3646], [0.0681, 0.0716, 0.5983], [-1.0937, 0.2875, 1.2001], [0.8324, 1.0900, -1.0696], [-0.6558, 0.2263, -1.4249], [1.9425, -0.8648, -1.1623], [0.7931, -0.5092, 1.1645], [-1.1518, 0.0856, 2.2614], [-2.0358, 0.4328, 0.6881]],
  "mulliken_charge": [-0.311, -0.515, -0.052, -0.719, 0.221, 0.316, 0.310, 0.254, 0.248, 0.247],
  "mol_weight_da": 58.08,
  "smiles": "C=CCO",
  "gap_ev": 10.8,
  "homo_energy_ev": -9.796
}

=====

#iii
{
  "formula": "C3H6O",
  "method": "ωB97M-V with the def2-TZVPD basis set",
  "species": ["C", "C", "C", "O", "H", "H", "H", "H", "H", "H"],
  "positions_angstrom": [[-0.5867, 0.8898, 0.5053], [-0.3636, 0.1455, -0.7903], [0.1713, -0.8535, 0.1773], [1.4897, -1.0053, 0.4807], [0.1562, 1.5689, 0.8688], [-1.5309, 0.8444, 1.0005], [-1.2570, -0.1701, -1.3176], [0.3615, 0.5891, -1.4671], [-0.4524, -1.6291, 0.5774], [2.0119, -0.3797, -0.0351]],
  "mulliken_charge": [-0.629, -0.442, -0.144, -0.485, 0.262, 0.270, 0.227, 0.244, 0.382, 0.314],
  "mol_weight_da": 58.08,
  "gap_ev": 8.8,
  "homo_energy_ev": -7.739
}

=====

Most stable structure: #ii